Formula: C49H66Br2FN9O9PS3Si
Source: the Open Molecules 2025 dataset
Level of theory: ωB97M-V/def2-TZVPD

```
141
Properties=species:S:1:pos:R:3:mulliken_charge:R:1
Br 1.125 -2.740 -3.659 -0.09
Br -0.267 -1.051 0.343 -0.06
S -3.664 3.020 0.508 0.07
S 3.664 0.184 3.831 -0.15
S 2.719 2.865 3.116 -0.07
P 1.029 0.754 -3.740 0.31
Si -4.260 -2.852 -3.351 0.48
F -0.038 3.279 0.992 -0.08
O -6.615 2.268 -3.862 -0.60
O -3.364 -1.582 -2.682 -0.29
O 12.034 -2.812 3.660 -0.62
O -7.555 1.529 6.675 -0.59
O -7.678 2.811 4.951 -0.61
O 6.735 -4.587 1.562 -0.62
O -7.093 0.182 -3.658 -0.52
O 6.937 -5.822 3.313 -0.60
O 12.359 -0.691 3.495 -0.61
N -7.402 1.359 -3.663 0.98
N 11.654 -1.658 3.705 1.03
N 7.283 -5.464 2.204 1.07
N 6.998 3.190 4.915 -0.68
N -7.212 1.869 5.563 1.02
N -0.975 3.129 0.022 0.12
N 5.025 2.333 4.608 0.39
N 0.301 1.412 -1.034 1.47
N -1.680 2.014 -1.942 2.06
C -6.158 1.084 4.903 -0.01
C -9.709 0.691 -3.138 -0.27
C -3.579 -4.424 -2.541 -1.12
C -4.211 -0.404 3.643 -0.70
C 1.313 -1.995 -1.828 0.32
C -8.804 1.703 -3.406 0.12
C -11.028 1.021 -2.873 -0.53
C -11.428 2.351 -2.882 -0.46
C 8.442 0.100 4.416 0.11
C 10.244 -1.417 4.041 -0.07
C -3.419 -0.370 -3.416 -0.63
C 0.047 -1.124 -1.617 -0.98
C 8.439 -6.137 1.598 0.12
C -3.521 3.198 -3.072 -1.12
C 1.647 1.979 -0.778 -1.30
C 8.875 -5.739 0.346 -0.33
C 2.809 0.212 -3.755 -1.29
C 10.139 -7.810 1.705 -0.48
C 6.206 2.750 4.005 0.03
C -5.728 1.459 3.644 -0.48
C -2.005 0.167 -3.720 -0.48
C -4.749 0.711 3.012 0.25
C -10.510 3.355 -3.161 -0.52
C 9.770 -0.115 4.079 -0.59
C -4.647 -0.765 4.911 -0.43
C -5.625 -0.017 5.549 -0.45
C 1.357 -3.246 -0.899 -1.43
C 1.141 2.617 -3.943 -0.99
C 8.096 -2.267 4.659 -0.54
C -3.893 -3.034 -5.201 -1.09
C -1.368 0.683 -2.425 -2.47
C 9.420 -2.499 4.322 -0.49
C -0.773 2.246 -0.935 -1.35
C 9.954 -6.390 -0.230 -0.45
C 0.169 0.383 -2.098 0.96
C 6.403 3.065 6.148 -0.52
C -5.575 4.757 -0.641 -1.07
C 2.131 1.588 0.666 -0.77
C 5.155 2.545 5.946 -0.14
C -9.189 3.033 -3.425 -0.30
C 3.912 1.780 3.914 -0.19
C 3.004 2.682 1.325 -1.02
C -6.099 -2.800 -2.970 -1.05
C -2.136 3.989 0.204 -0.73
C -1.967 3.090 -2.919 -0.75
C 9.062 -7.162 2.289 -0.32
C 10.582 -7.427 0.447 -0.41
C 7.617 -0.966 4.708 -0.32
C -4.913 4.352 0.690 -0.16
H -1.605 2.844 -3.921 0.23
H 4.072 2.505 1.143 0.44
H -1.412 -0.702 -4.041 0.39
H 6.586 -0.766 4.977 0.40
H 7.440 -3.098 4.885 0.43
H -3.890 0.379 -2.753 -0.10
H 2.002 -3.096 -0.030 0.41
H -4.905 5.394 -1.233 0.23
H -5.695 3.997 1.367 0.12
H 10.414 0.723 3.855 0.46
H -4.409 0.996 2.025 0.16
H 3.385 1.014 -4.243 0.51
H -6.148 2.324 3.150 0.50
H -3.813 2.807 -4.054 0.40
H -4.433 5.256 1.086 0.36
H 0.744 3.132 -3.061 0.04
H -6.463 -3.835 -2.884 0.42
H -3.451 -0.993 3.145 0.46
H -2.278 4.612 -0.686 0.31
H -4.037 2.595 -2.327 -0.15
H -1.871 0.049 -1.672 0.20
H -4.289 -2.158 -5.731 0.31
H -1.540 4.062 -2.652 0.84
H 0.358 -3.617 -0.658 0.39
H 11.421 -7.938 -0.009 0.38
H 10.631 -8.617 2.231 0.39
H -4.047 -0.404 -4.315 0.48
H 8.386 -4.935 -0.184 0.44
H -2.798 -2.968 -5.295 0.28
H 2.964 -0.675 -4.372 0.38
H -9.402 -0.345 -3.131 0.46
H 9.798 -3.511 4.283 0.52
H -6.465 5.372 -0.448 0.47
H -6.662 -2.299 -3.765 0.24
H 2.696 0.649 0.624 0.65
H -4.181 -5.299 -2.802 0.38
H 4.401 2.331 6.692 0.42
H -3.609 -4.296 -1.449 0.31
H -2.523 -4.536 -2.822 0.26
H 2.406 1.598 -1.459 0.35
H 2.198 2.892 -4.040 0.47
H 2.253 -1.458 -1.696 0.19
H -11.746 0.241 -2.656 0.39
H -3.785 4.258 -3.040 0.46
H -12.458 2.606 -2.669 0.39
H 1.559 3.072 -0.774 0.51
H -5.962 -0.300 6.536 0.46
H -10.825 4.390 -3.170 0.39
H 2.788 3.652 0.856 0.53
H -0.776 -1.644 -2.117 0.48
H -5.893 3.906 -1.251 0.19
H 0.608 2.921 -4.846 0.36
H 10.303 -6.091 -1.209 0.38
H 6.349 2.696 2.933 0.40
H -4.226 -1.632 5.403 0.39
H 8.719 -7.462 3.268 0.45
H 3.266 0.094 -2.765 0.36
H 1.825 -4.038 -1.498 0.45
H 6.852 3.340 7.091 0.39
H 1.248 1.433 1.286 0.46
H 8.039 1.103 4.462 0.25
H -2.007 0.880 -4.551 0.74
H -6.340 -2.338 -2.002 0.32
H -4.276 -3.980 -5.590 0.42
H -1.968 4.664 1.048 0.62
H -8.477 3.817 -3.640 0.46
```

For the electronic energy, the calculation gives -276176.8539 eV. The spin multiplicity is 1. Its LUMO energy is -0.1196 hartree. As for the charge: +1.


Formula: C3H5NO2
Source: the Open Molecules 2025 dataset
Level of theory: ωB97M-V/def2-TZVPD

```
11
Properties=species:S:1:pos:R:3:nbo_charge:R:1
O 2.653 0.165 -0.006 -0.60
O 0.697 1.201 -0.458 -0.49
N 0.619 -0.926 0.180 -0.65
C -0.773 -0.540 0.212 -0.24
C 1.454 0.137 -0.077 0.88
C -0.692 0.889 -0.375 -0.08
H -1.182 -0.542 1.230 0.19
H -1.129 0.950 -1.376 0.19
H -1.391 -1.196 -0.410 0.20
H -1.172 1.632 0.266 0.19
H 0.984 -1.666 0.755 0.41
```

For the electronic energy, the calculation gives -8777.5165 eV. The spin multiplicity is 1. For the energy relative to the best compared isomer or geometry (same formula, charge and spin), the calculation gives 0.178 eV. Its LUMO energy is 0.0279 hartree. Its SMILES is O=C1NCCO1.


Formula: C25H29FN4O4S2
Source: the Open Molecules 2025 dataset
Level of theory: ωB97M-V/def2-TZVPD

```
65
Properties=species:S:1:pos:R:3:nbo_charge:R:1
S 2.618 -4.581 1.080 0.23
S -1.687 1.695 -1.340 2.31
F 3.291 4.614 1.062 -0.32
O 0.448 -4.771 -2.122 -0.58
O -0.794 2.112 -2.383 -0.95
O -1.651 2.443 -0.108 -0.96
O 1.067 -1.245 3.081 -0.55
N -0.072 -3.862 -0.088 -0.63
N 2.375 -2.799 -0.916 -0.50
N -3.221 1.587 -2.001 -0.68
N 3.027 -1.860 0.986 -0.37
C -0.835 -2.222 -1.731 -0.25
C 2.841 -0.843 0.066 0.13
C -3.548 2.575 -3.008 -0.23
C 1.756 -5.462 -0.260 -0.61
C -0.830 -1.716 0.632 -0.21
C 2.048 2.798 0.207 -0.29
C 3.388 -1.739 2.374 -0.25
C -4.708 2.678 -0.352 -0.43
C 3.193 3.293 0.807 0.40
C 2.712 -3.005 0.331 0.20
C 4.153 1.113 0.906 -0.20
C 4.253 2.471 1.150 -0.28
C 2.206 -2.026 3.321 -0.07
C 2.440 -1.457 -1.093 -0.08
C -5.113 3.695 -1.416 -0.40
C 0.666 -4.641 -0.945 0.72
C -1.205 -0.417 0.353 -0.19
C -1.366 -0.020 -0.961 -0.38
C -4.264 1.376 -1.020 -0.23
C 1.960 1.441 -0.032 -0.11
C 2.999 0.581 0.331 -0.13
C -1.202 -0.918 -1.999 -0.15
C 1.174 0.107 3.465 -0.25
C -0.608 -2.615 -0.411 0.19
C -3.952 3.910 -2.384 -0.42
H -5.109 0.904 -1.533 0.20
H -3.870 0.675 -0.280 0.22
H -1.339 -0.573 -3.011 0.24
H 2.482 -5.755 -1.017 0.26
H 1.882 -3.062 3.196 0.20
H -3.094 4.313 -1.841 0.21
H -5.390 4.639 -0.944 0.21
H 4.185 -2.454 2.602 0.22
H 5.140 2.896 1.593 0.23
H 1.332 -6.356 0.202 0.25
H -5.982 3.324 -1.967 0.19
H 3.754 -0.726 2.544 0.23
H -0.668 -2.926 -2.529 0.26
H -4.229 4.614 -3.170 0.21
H 1.856 0.667 2.819 0.18
H -0.654 -2.014 1.654 0.23
H 1.507 0.192 4.505 0.17
H 2.210 -1.017 -2.041 0.22
H -1.338 0.311 1.138 0.24
H 0.163 -3.951 0.895 0.40
H 1.073 1.043 -0.498 0.22
H 4.992 0.472 1.134 0.22
H 0.176 0.530 3.367 0.20
H -4.365 2.173 -3.616 0.20
H 2.562 -1.891 4.354 0.17
H -2.659 2.688 -3.630 0.24
H -3.872 3.070 0.228 0.23
H -5.540 2.475 0.325 0.21
H 1.237 3.453 -0.064 0.25
```

For the electronic energy, the calculation gives -64934.3918 eV. The spin multiplicity is 1. For the energy relative to the best compared isomer or geometry (same formula, charge and spin), the calculation gives 0.284 eV. Its LUMO energy is 0.0152 hartree. Its SMILES is COCCn1c(-c2ccc(F)cc2)cnc1SCC(=O)Nc1ccc(S(=O)(=O)N2CCCCC2)cc1.